Molecular formula: C68H171Cl10N9O22
Method: DFT, ωB97M-V with the def2-TZVPD basis set

Each line ends with the Löwdin charge.
Positions of all 280 atoms, in Å:
H: -4.089 -6.964 -10.569  0.083
H: -14.062 -14.058 -32.244  0.098
C: -16.600 -10.902 -23.162  -0.647
H: 0.468 -13.016 -22.344  0.115
H: -6.807 -26.553 -14.354  0.121
H: -2.982 -25.793 -8.426  0.086
C: -18.907 -9.007 -35.690  -0.086
C: -8.354 -15.947 -25.973  -0.118
O: -0.864 -18.520 -32.827  -0.181
H: -0.432 -9.678 -23.555  0.086
C: -10.282 -16.710 -24.896  -0.209
H: -17.073 -23.394 -13.203  0.099
H: -4.838 -23.343 -37.661  0.120
H: -8.779 -24.181 -31.642  0.082
N: -13.237 -14.430 -32.693  -0.062
H: -6.919 -25.809 -16.575  0.081
C: -17.976 -23.736 -15.879  -0.099
C: -6.942 -20.005 -19.298  -0.173
C: -8.659 -23.461 -32.452  -0.085
H: 4.478 -11.792 -24.627  0.117
H: -17.840 -26.788 -12.005  0.124
H: 4.211 -14.189 -25.365  0.117
C: 2.178 -11.702 -22.874  -0.201
H: -15.108 -27.992 -21.509  0.065
H: -3.548 -20.090 -28.783  0.071
C: -17.896 -11.731 -31.173  -0.205
H: -17.615 -22.023 -12.409  0.108
H: 0.889 -19.505 -32.418  0.083
H: -12.710 -16.372 -33.021  0.120
H: -18.783 -24.593 -27.656  0.054
O: -5.375 -26.538 -15.683  -0.200
C: -6.213 -11.893 -15.167  -0.193
H: -5.440 -10.123 -13.193  0.110
H: -16.840 -10.356 -22.250  0.057
C: -18.181 -25.915 -12.561  -0.255
H: -15.527 -9.392 -33.377  0.121
H: -7.564 -16.129 -25.245  0.085
C: -14.911 -19.245 -23.268  -0.104
C: 4.810 -13.855 -24.517  -0.243
H: -6.664 -10.636 -11.268  0.121
H: 6.138 -15.031 -26.609  0.090
Cl: -16.900 -23.749 -29.566  0.545
Cl: -13.676 -27.975 -18.842  0.545
H: -5.614 -18.622 -27.920  0.071
O: -18.937 -22.889 -15.321  -0.188
H: -17.862 -12.968 -28.846  0.087
H: -5.998 -12.939 -15.388  0.116
C: -17.979 -22.802 -13.078  -0.207
H: -16.728 -7.725 -34.693  0.117
C: -11.661 -16.679 -15.337  -0.645
Cl: -18.657 -26.786 -26.998  0.520
C: -3.664 -27.752 -11.919  -0.216
H: -1.901 -18.688 -36.108  0.121
H: -8.172 -22.612 -31.974  0.077
H: -11.413 -12.367 -33.036  0.124
H: -15.301 -20.147 -22.796  0.081
C: -5.316 -28.020 -13.723  -0.198
C: -16.816 -14.818 -34.281  -0.074
H: -6.169 -10.568 -17.627  0.081
C: -18.466 -25.473 -28.216  -0.659
C: -6.018 -26.340 -16.884  -0.143
H: -5.761 -19.725 -40.183  0.085
H: -10.983 -15.905 -25.117  0.111
C: -11.443 -20.302 -24.095  -0.202
C: -0.096 -10.409 -24.290  -0.107
H: -7.447 -22.093 -34.354  0.122
C: 6.596 -14.784 -25.652  -0.155
H: -5.860 -28.733 -13.103  0.112
H: -19.091 -25.574 -29.103  0.074
H: -15.801 -7.859 -32.587  0.122
C: -6.810 -11.417 -17.389  -0.155
H: -11.763 -18.208 -25.727  0.117
H: -8.772 -23.113 -35.138  0.122
H: -17.992 -7.554 -33.524  0.125
H: -7.653 -11.208 -18.049  0.087
C: 4.186 -12.576 -23.928  -0.195
O: -9.375 -16.940 -25.963  -0.191
N: -10.519 -19.156 -24.343  -0.063
H: -5.490 -25.721 -17.608  0.093
C: -6.821 -11.626 -13.770  -0.176
C: -7.081 -9.965 -12.019  -0.248
C: -14.171 -29.268 -19.921  -0.671
Cl: -12.823 -28.060 -22.058  0.486
H: -17.402 -15.561 -34.822  0.081
H: -16.470 -26.008 -29.092  0.070
O: -5.227 -19.498 -27.987  -0.111
H: -5.405 -6.221 -11.498  0.081
H: -11.997 -17.564 -24.105  0.107
H: -15.499 -10.381 -25.038  0.063
C: -16.304 -8.750 -32.963  -0.237
H: 1.462 -12.994 -29.132  0.073
H: -0.532 -14.664 -28.073  0.077
C: -18.611 -24.794 -11.670  -0.221
H: -16.172 -14.278 -34.975  0.083
H: 4.830 -14.729 -23.866  0.122
C: -16.996 -25.214 -28.562  -0.666
C: -0.906 -19.030 -34.188  -0.194
H: -10.854 -21.147 -23.739  0.109
C: -17.064 -13.242 -29.536  -0.119
H: -9.649 -23.159 -32.793  0.080
H: -15.828 -9.977 -31.579  0.096
H: -6.396 -22.005 -36.680  0.102
H: -6.234 -12.289 -17.697  0.085
H: -26.413 -20.504 -23.032  0.077
H: -0.466 -20.275 -31.719  0.087
C: -12.687 -20.096 -23.227  -0.207
C: -0.459 -17.748 -23.024  -0.178
H: -6.380 -12.385 -13.125  0.104
O: 0.428 -17.129 -22.143  -0.129
O: -7.851 -23.921 -33.566  -0.215
H: -10.931 -10.690 -30.498  0.085
H: -5.501 -23.455 -40.117  0.120
H: -5.640 -17.148 -33.982  0.121
C: -3.865 -17.019 -35.339  -0.188
Cl: -13.933 -15.398 -15.855  0.591
H: -12.363 -19.503 -22.372  0.122
H: -10.655 -16.957 -15.653  0.072
H: -13.391 -30.028 -19.873  0.072
H: -1.198 -20.079 -34.153  0.121
H: -17.479 -14.054 -33.875  0.073
N: -6.727 -22.916 -36.962  -0.059
H: -19.437 -25.153 -11.055  0.118
H: 0.892 -10.044 -24.571  0.068
H: -9.814 -19.404 -25.023  0.102
Cl: -12.385 -18.195 -14.654  0.498
H: -19.761 -23.812 -12.939  0.101
H: -7.898 -11.795 -13.804  0.119
C: -6.165 -27.334 -14.763  -0.198
H: -7.057 -22.888 -39.651  0.116
C: -2.975 -26.711 -11.004  -0.232
H: -15.725 -18.799 -23.840  0.084
H: -14.691 -18.528 -22.477  0.081
H: -17.798 -21.302 -14.661  0.120
H: -6.125 -24.598 -38.047  0.123
H: -19.412 -21.507 -13.968  0.127
C: -1.771 -18.215 -35.135  -0.224
H: -4.837 -20.435 -29.884  0.071
H: 0.099 -18.745 -31.068  0.090
Cl: -15.395 -12.109 -22.645  0.523
O: -0.176 -11.757 -23.794  -0.181
H: -8.739 -14.947 -25.776  0.081
C: -3.859 -14.396 -33.776  -0.101
H: 0.142 -18.315 -23.736  0.077
Cl: -23.468 -21.575 -22.733  0.528
C: -24.339 -20.022 -22.500  -0.667
C: -17.309 -8.284 -33.959  -0.192
C: -13.602 -15.821 -32.723  -0.238
H: -14.992 -17.069 -33.784  0.117
H: -11.296 -14.743 -32.042  0.110
H: -5.270 -11.350 -15.230  0.117
H: -17.316 -14.128 -30.120  0.083
H: -5.061 -20.986 -41.164  0.080
O: -7.238 -11.440 -16.075  -0.186
H: 0.824 -16.342 -22.526  0.071
H: -16.896 -11.375 -33.095  0.117
H: -10.565 -12.609 -31.548  0.111
H: -18.105 -26.533 -15.045  0.066
H: -6.776 -21.085 -40.854  0.082
H: -17.680 -24.379 -15.050  0.056
H: -17.106 -23.180 -16.230  0.091
H: -6.851 -28.034 -15.241  0.116
O: -19.255 -26.321 -13.394  -0.175
H: -11.633 -10.006 -31.939  0.086
H: -1.129 -18.351 -22.410  0.080
N: -16.718 -9.597 -31.870  -0.054
O: -5.393 -8.341 -11.412  -0.201
C: -6.016 -22.906 -39.328  -0.251
H: -0.946 -13.017 -28.378  0.073
C: -11.560 -12.638 -31.990  -0.231
H: -3.169 -14.552 -34.605  0.068
N: -18.996 -23.556 -12.331  -0.050
H: -8.376 -19.403 -20.434  0.068
H: -16.668 -9.123 -24.510  0.059
H: -18.393 -8.372 -36.412  0.082
C: -18.523 -22.037 -14.310  -0.213
H: -25.721 -21.195 -21.526  0.052
H: -12.592 -16.603 -17.289  0.072
H: -2.904 -28.369 -12.399  0.120
C: -14.754 -16.010 -33.683  -0.241
H: -24.233 -19.414 -23.398  0.071
H: -17.297 -25.514 -13.058  0.103
H: 2.648 -11.776 -21.893  0.116
C: -14.352 -28.757 -21.333  -0.627
H: -5.658 -15.855 -35.136  0.110
H: -18.347 -10.467 -32.784  0.106
C: -25.801 -20.306 -22.151  -0.672
O: -17.949 -9.389 -34.682  -0.235
H: 0.091 -19.068 -34.628  0.116
H: -7.478 -8.163 -10.865  0.114
H: -4.277 -28.393 -11.284  0.110
H: -15.107 -29.531 -19.428  0.064
H: -16.402 -24.933 -27.692  0.062
C: -5.825 -20.789 -40.412  -0.094
H: -6.459 -20.478 -20.153  0.074
Cl: -26.408 -18.908 -21.245  0.557
H: -18.486 -11.144 -30.469  0.117
C: 0.665 -11.993 -22.663  -0.207
H: -23.781 -19.551 -21.690  0.054
C: -5.144 -7.044 -10.832  -0.111
H: -5.734 -6.893 -9.928  0.077
H: 4.676 -12.333 -22.985  0.118
N: -3.106 -18.032 -34.571  -0.053
H: -0.649 -10.261 -25.218  0.084
C: -5.861 -23.542 -37.980  -0.206
N: -6.436 -10.283 -13.245  -0.073
C: -0.091 -19.289 -31.992  -0.157
H: -4.411 -17.532 -36.131  0.113
H: -11.768 -20.661 -25.072  0.110
H: -12.600 -9.997 -30.431  0.092
H: -7.186 -20.827 -18.624  0.071
H: -9.796 -16.516 -23.940  0.119
H: -2.383 -26.038 -11.623  0.118
H: -4.533 -28.627 -14.178  0.117
O: -15.941 -15.373 -33.275  -0.198
N: -4.487 -27.103 -12.908  -0.070
C: -5.005 -16.396 -34.451  -0.203
H: -3.218 -16.236 -35.736  0.091
H: -13.874 -16.204 -31.740  0.118
H: -14.459 -15.702 -34.686  0.117
O: -12.444 -11.762 -31.362  -0.192
H: -7.062 -7.901 -12.541  0.120
H: 2.293 -12.770 -24.655  0.112
O: -16.761 -12.281 -30.508  -0.207
C: -17.418 -10.805 -32.326  -0.202
C: -18.771 -27.154 -14.445  -0.100
C: -6.792 -23.690 -35.685  -0.200
C: -7.776 -23.074 -34.696  -0.237
O: -4.542 -15.586 -33.376  -0.192
C: -15.991 -9.914 -24.185  -0.643
H: -7.030 -24.749 -35.784  0.120
H: 0.295 -11.497 -21.765  0.110
H: -3.379 -13.859 -32.957  0.089
C: -6.832 -8.514 -11.670  -0.199
H: 7.645 -14.565 -25.851  0.091
C: -3.160 -25.096 -9.245  -0.080
O: -8.016 -19.118 -19.591  -0.116
H: -1.261 -17.278 -35.362  0.110
H: -14.679 -29.527 -22.032  0.066
Cl: -14.725 -8.909 -23.433  0.520
O: 1.085 -13.382 -28.339  -0.118
H: -1.082 -16.993 -23.502  0.075
H: -4.162 -18.826 -29.751  0.075
O: -3.825 -25.795 -10.332  -0.211
H: -4.560 -13.736 -34.286  0.081
H: -18.284 -28.079 -14.137  0.088
H: -6.152 -19.406 -18.846  0.074
C: -12.112 -14.069 -31.781  -0.167
C: -0.220 -13.787 -28.638  -0.182
H: -19.427 -9.851 -36.142  0.085
H: 6.639 -15.669 -25.018  0.089
H: -6.339 -27.323 -17.228  0.084
H: -2.314 -24.531 -9.636  0.085
H: -5.814 -23.627 -35.206  0.113
H: -18.355 -24.237 -16.770  0.097
H: -18.561 -12.490 -31.586  0.113
O: 6.073 -13.689 -25.040  -0.180
H: -16.114 -13.498 -29.067  0.088
H: -19.630 -27.344 -15.089  0.090
O: -13.692 -19.406 -24.008  -0.214
H: -3.899 -24.364 -8.919  0.083
H: -0.270 -14.051 -29.694  0.077
H: -17.472 -11.457 -23.508  0.068
N: 2.745 -12.733 -23.753  -0.065
H: -13.034 -21.082 -22.917  0.119
H: -19.682 -8.433 -35.182  0.079
H: 2.427 -10.721 -23.278  0.101
O: -5.555 -21.569 -39.241  -0.198
H: -11.577 -16.107 -14.413  0.056
C: -12.412 -15.975 -16.416  -0.723
H: -11.910 -15.165 -16.945  0.079
H: -8.159 -10.064 -12.147  0.125
H: -2.910 -17.762 -33.617  0.093
C: -11.257 -17.978 -24.789  -0.198
H: -12.425 -14.265 -30.755  0.120
C: -4.485 -19.690 -29.170  -0.178
H: -5.044 -26.357 -12.518  0.108
H: -2.284 -27.250 -10.356  0.114
C: -11.874 -10.551 -31.027  -0.131
H: -7.932 -15.882 -26.976  0.081
H: -17.857 -24.536 -10.926  0.121

Values from the calculation:
Max |F| ... 2.98 eV/Å
HOMO level ... -8.4 eV
Lowest unoccupied orbital energy ... 0.292 eV
HOMO-LUMO gap ... 0.3202 Eh
Multiplicity ... 1